(1)
17
Properties=species:S:1:pos:R:3:forces:R:3 method="wB97M-V/def2-TZVPD" e_homo_ev=-4.83 e_lumo_ev=3.91 total_charge=-1 spin_multiplicity=1 e_above_lowest_kj_mol=129.2
O -0.505939 1.119445 0.583291 -2.1 0.4 1.8
O 2.487352 -2.798455 -0.544804 0.0 1.1 0.0
O 1.520263 -0.124673 0.784448 1.5 0.0 -1.8
O -0.440087 1.843760 -1.834753 3.2 0.4 1.1
O -1.639491 -1.234083 -0.467827 0.7 -0.9 1.1
C -1.505058 1.311397 1.569912 0.1 1.2 0.3
H -1.302142 1.683448 -2.142347 -1.5 -0.7 0.2
H 0.620311 0.370778 0.679405 -0.5 -0.1 1.1
H 1.905176 0.267500 -0.044084 0.0 -0.7 1.2
H -1.759161 -0.393738 -0.012151 0.1 0.6 -0.4
H -0.227748 1.498695 -0.848391 -2.1 0.8 -1.8
H -0.908938 -1.558940 0.113277 -0.6 0.1 -1.0
H 2.694790 -2.135767 -1.234930 -0.2 -0.7 0.4
H 2.110204 -2.206318 0.145431 0.1 -0.3 -0.3
H -1.280842 0.877081 2.597029 0.3 0.2 -1.0
H -2.511146 0.789420 1.330725 1.0 1.1 0.0
H -1.686947 2.491508 1.833731 0.1 -2.5 -0.9

---

(2)
72
Properties=species:S:1:pos:R:3:forces:R:3 method="wB97M-V/def2-TZVPD" e_homo_ev="-10.18 / -12.19" e_lumo_ev="-7.25 / -9.90" total_charge=+1 s2=20.0318 spin_multiplicity=9
Hf -19.580437 -7.278429 3.230808 1.3 -1.0 3.4
Cr -15.065076 -7.817629 6.313926 -2.4 1.0 -0.4
S -22.341370 -7.058891 5.554530 1.0 6.8 3.7
S -18.020485 -6.128049 6.414239 -2.0 -1.8 2.1
S -22.342016 -9.303450 4.591292 1.5 -6.9 -1.2
S -17.713651 -9.905563 5.312625 0.3 -2.0 -1.9
S -21.827565 -4.774942 2.038499 -1.0 -1.8 1.0
S -19.886900 -3.705758 2.536903 -0.3 1.3 -0.8
S -15.902644 -6.673742 3.246033 0.2 3.1 0.6
F -19.801608 -11.393141 5.664151 -0.9 0.0 -0.8
F -21.336040 -10.314793 3.755381 -0.3 1.2 0.2
F -16.968011 -3.626234 6.256440 -0.5 -0.1 0.3
F -18.167011 -4.009244 8.059466 0.6 -0.2 0.0
F -13.571481 -7.245766 1.977838 0.2 -0.4 0.4
F -22.602792 -6.134706 2.507692 0.2 0.5 -0.6
F -18.371215 -4.254512 2.816611 -0.2 0.2 -0.5
F -18.517276 -11.532980 7.308688 0.2 1.4 0.1
F -14.797261 -5.920123 0.856272 -0.6 -0.3 0.5
F -21.402594 -5.722793 5.301033 0.2 -0.8 -0.5
F -19.735365 -9.703051 7.013485 -0.2 0.2 0.5
F -15.384268 -8.020167 1.007574 0.6 0.7 0.4
F -19.172514 -3.754806 6.190552 1.0 -0.2 0.1
O -20.096836 -2.899670 3.704275 0.3 -0.5 0.0
O -18.581197 -6.355603 5.074181 0.6 1.0 -0.4
O -14.640663 -3.786688 8.216914 0.2 -0.1 -0.7
O -15.412022 -7.576082 4.316481 0.4 -0.3 -1.1
O -16.094066 -0.009656 10.417641 -1.6 -1.5 -0.8
O -14.427564 -5.916367 7.999847 0.7 -0.2 -0.5
O -22.166768 -7.096727 7.027823 -0.4 -1.8 -3.9
O -21.161670 -8.244688 10.695482 0.7 0.4 0.1
O -17.270162 -6.952543 2.819336 -0.4 -0.8 -0.6
O -15.570212 -0.409952 2.168713 -0.8 1.4 -0.6
O -18.863886 -6.739564 7.438772 1.4 1.4 -1.4
O -22.441120 -10.042252 5.834835 0.3 2.5 -1.0
O -18.494807 -9.025441 4.361015 0.2 0.1 0.6
O -15.740057 -5.257676 3.608603 0.4 -1.8 -0.6
O -23.580360 -6.519125 5.026722 1.4 -2.5 0.2
O -22.655677 -3.815140 2.746287 -2.0 1.1 0.7
O -22.044725 -4.844913 0.627414 -0.4 0.3 -1.4
O -15.821919 -1.772570 11.541431 -0.6 -1.2 0.6
O -17.548579 -1.203035 2.387862 -0.4 0.6 0.3
O -20.102133 -10.112960 10.835186 0.7 1.8 -0.2
O -23.467837 -9.256554 3.744839 -0.4 1.2 -0.1
O -19.840048 -3.060487 1.239355 1.5 -0.7 0.5
O -16.780045 -9.169958 6.198042 -0.3 -0.1 -0.1
O -17.119255 -11.044506 4.611785 -0.8 2.0 1.3
O -16.595197 -6.504867 6.568259 0.2 0.6 -0.4
N -16.379160 -0.912628 2.854640 1.8 -2.2 -0.9
N -16.327674 -1.220705 10.591235 3.3 2.8 1.2
N -20.137780 -8.889849 10.606195 -1.2 -1.9 -0.4
N -20.502435 -5.343242 2.649358 2.5 -0.4 0.5
N -21.305551 -8.042800 4.508441 -2.6 0.9 1.8
N -14.080840 -4.826736 8.455191 -1.5 -0.4 1.2
C -13.137177 -4.810689 9.594805 0.5 0.9 -0.5
C -19.062842 -10.658291 6.437078 1.5 -1.0 -0.2
C -14.812443 -6.988306 1.649412 -1.1 -0.3 0.0
C -18.059252 -4.222922 6.767756 -1.1 -1.0 -1.1
C -15.855178 -1.722341 3.978351 -0.3 -0.2 0.9
C -16.944160 -2.043505 9.569175 -0.2 -0.2 0.3
C -18.914370 -8.254289 10.038942 0.5 0.3 0.1
H -18.015396 -1.941418 9.735325 0.0 0.1 -0.8
H -18.084057 -8.478950 10.705881 -0.1 -0.1 0.0
H -15.343894 -2.555952 3.492587 -0.4 -0.3 -0.2
H -18.724964 -8.653449 9.045065 -0.2 -0.3 0.2
H -19.022637 -7.180337 9.909218 -0.4 -0.1 0.3
H -12.766291 -3.788000 9.550616 0.5 -0.2 0.3
H -16.660169 -2.066179 4.624819 0.2 0.2 0.1
H -16.640894 -3.060160 9.803996 -0.1 0.1 -0.1
H -13.725849 -4.889519 10.507295 0.0 -0.4 -0.1
H -12.383424 -5.576577 9.434816 -0.1 0.0 0.3
H -15.055883 -1.116148 4.403123 -0.4 0.2 0.4
H -16.474258 -1.691608 8.653869 -0.8 -0.1 -0.3

---

(3)
83
Properties=species:S:1:pos:R:3:forces:R:3 method="wB97M-V/def2-TZVPD" e_homo_ev="-7.95 / -7.93" e_lumo_ev="-0.40 / -1.32" s2=8.7589 spin_multiplicity=6 e_above_lowest_kj_mol=0.0
Fe 0.246637 1.234863 0.727892 -0.2 0.4 0.0
O -4.821259 5.913318 1.743992 -0.1 -0.1 -0.1
O -0.363356 -0.518239 1.572190 0.1 0.2 0.1
O 0.746221 3.257914 0.851434 -0.3 -0.1 -0.1
O -1.185549 2.607615 1.630760 0.2 0.0 -0.1
O -4.399140 8.011364 1.545674 0.0 0.1 -0.1
O 2.009796 2.465917 3.928202 0.0 0.1 0.0
N 0.950372 0.821432 5.077509 0.1 0.0 0.0
N 1.782773 1.054330 -0.641223 -0.1 0.0 0.1
N 0.900450 0.863326 2.729032 -0.2 -0.3 0.0
N -0.880544 1.413822 -0.988727 0.1 -0.1 0.1
N -4.065854 6.845049 1.568590 0.1 0.0 0.3
C -2.023827 2.389634 -2.665586 0.0 -0.1 0.0
C 4.248319 1.248958 -0.465292 0.0 0.0 0.1
C 0.034921 5.983948 1.087176 0.0 0.0 0.0
C 1.839426 -2.634697 -2.022332 0.0 0.0 0.0
C 1.907234 -1.794327 -0.745625 -0.1 0.0 -0.1
C 1.374061 1.546404 -1.777770 -0.1 0.0 0.1
C -1.745553 7.591038 1.232158 0.0 0.0 0.0
C 1.405803 1.437472 6.317236 0.0 0.0 0.0
C 4.398199 -1.536242 -0.767110 0.0 0.0 0.0
C -0.678157 2.474388 -2.998685 0.0 -0.1 0.0
C -3.388899 0.888481 0.633290 0.1 -0.1 0.0
C 3.087204 0.467526 -0.582350 0.1 0.1 -0.1
C -2.117257 1.700968 -1.440856 -0.1 0.0 0.0
C 4.315228 2.728214 -0.097736 0.1 0.0 -0.1
C -2.225280 5.223032 1.453906 0.1 0.1 0.0
C 0.171174 -0.282074 5.079676 0.0 -0.1 0.0
C -3.397650 1.118033 -0.877298 -0.1 0.1 0.0
C -2.630974 6.542142 1.413823 0.0 0.0 -0.1
C 3.461473 3.722422 -0.886859 -0.1 -0.1 0.0
C -0.295008 -0.850993 3.944381 0.1 0.0 0.1
C 5.557530 -0.786220 -0.708582 0.0 0.0 0.0
C 0.013201 1.860254 -1.954821 0.2 0.0 0.0
C -0.399698 7.300688 1.073315 0.0 0.0 0.0
C -3.587809 -0.245262 -1.567426 0.0 0.0 0.0
C 1.837354 -2.685473 0.496052 0.1 0.0 0.0
C 0.076193 -0.200426 2.737398 0.1 0.1 -0.2
C 1.334478 1.462560 3.880059 0.0 -0.1 -0.1
C 3.150814 -0.926339 -0.701872 0.0 -0.1 0.0
C 4.101266 2.893459 1.408022 0.0 0.0 0.0
C 5.471409 0.585578 -0.549912 0.0 0.0 0.1
C -0.874355 4.952489 1.283988 -0.1 0.0 0.1
C -4.586393 2.022645 -1.222727 0.0 0.0 0.0
C -0.416904 3.537960 1.273401 0.1 0.0 0.1
H -2.851289 2.728486 -3.265150 0.0 0.0 0.0
H 3.100718 2.596073 1.714382 -0.1 0.0 0.0
H -3.594897 -0.137775 -2.653219 0.0 0.0 0.0
H 3.828177 4.731135 -0.686440 0.0 0.0 0.0
H 6.525414 -1.266760 -0.769364 0.0 0.0 0.0
H 2.074581 1.656900 -2.601501 0.0 0.0 0.0
H -4.534639 -0.692651 -1.256881 0.0 0.0 0.0
H 0.884756 -3.160790 -2.072471 0.0 0.0 0.0
H 1.079714 5.739250 0.946505 0.0 0.0 0.0
H 1.186213 0.764586 7.142439 0.0 0.0 0.0
H 2.664476 -3.398581 0.499441 0.0 0.0 0.0
H 4.456787 -2.612590 -0.872993 0.0 0.0 0.0
H 0.904485 2.391230 6.474234 0.0 0.0 0.0
H -4.443825 3.034478 -0.837256 0.0 0.0 0.0
H 3.539354 3.559865 -1.963741 0.0 0.0 0.0
H -3.330323 1.820517 1.186877 0.0 0.1 0.0
H -2.560478 0.248528 0.941115 0.0 0.0 0.0
H 4.816352 2.288144 1.967298 0.0 0.0 0.0
H -4.755782 2.085828 -2.297900 0.0 0.0 0.0
H 2.413367 3.695896 -0.588981 0.1 0.0 -0.1
H 4.239923 3.937265 1.699276 0.0 0.0 0.0
H -2.116080 8.604879 1.212973 0.0 0.0 0.0
H 2.476023 1.619126 6.261624 0.0 0.0 0.0
H -0.067283 -0.677477 6.058449 0.0 0.0 0.0
H 5.354995 3.001121 -0.301918 0.0 0.0 0.0
H -2.933771 4.422493 1.605541 0.0 0.0 0.0
H 1.933395 -2.013774 -2.914350 0.0 0.0 0.0
H -2.779788 -0.927113 -1.295886 0.0 0.0 0.0
H 1.028110 -1.148895 -0.749225 0.0 0.0 0.1
H 0.901737 -3.245915 0.516360 0.0 0.0 0.0
H -4.317954 0.383629 0.907937 0.0 0.0 0.0
H -0.934531 -1.717059 3.946780 0.0 0.0 0.0
H 2.632317 -3.385243 -2.050919 0.0 0.0 0.0
H 0.308523 8.105472 0.933222 0.0 0.0 0.0
H -5.493762 1.616342 -0.772381 0.0 0.0 0.0
H -0.242427 2.906925 -3.885306 0.0 0.0 0.0
H 6.379285 1.170811 -0.463101 0.0 0.0 0.0
H 1.905356 -2.096307 1.412561 0.0 0.0 0.0

---

(4)
26
Properties=species:S:1:pos:R:3:forces:R:3 method="wB97M-V/def2-TZVPD" e_homo_ev=-13.25 e_lumo_ev=-4.02 total_charge=+1 smiles="O=C1CCC[N@+]1(P)c1ccccc1" spin_multiplicity=1 e_above_lowest_kj_mol=0.0
P -2.002468 0.986943 -0.952135 -0.4 -0.8 0.3
O 0.784228 2.348162 -0.054863 -0.1 0.5 0.0
N -0.489757 0.448645 0.213858 -2.3 0.1 -1.0
C 0.118309 1.725763 0.696246 1.5 -0.1 -0.1
C -0.159667 1.873324 2.156831 -3.3 3.2 -2.0
C 0.531146 -2.430132 -1.941902 -1.6 -1.5 0.2
C 2.454795 -1.137238 -1.484868 1.6 0.1 -0.1
C 1.878490 -2.224123 -2.115132 -0.1 1.1 0.2
C -0.225426 -1.626177 -1.106870 -0.4 0.2 -0.6
C -1.410733 1.106803 2.391088 1.2 -3.4 -0.5
C 0.378311 -0.464890 -0.573674 -0.6 -1.2 0.8
C 1.757975 -0.298426 -0.654214 -2.2 -0.9 -1.3
C -1.151595 -0.199530 1.437787 1.5 3.1 1.1
H -1.267266 -2.065255 -1.093395 0.9 1.7 0.8
H -1.426745 0.916701 3.451813 -0.5 -0.7 0.2
H 2.499996 -2.767964 -2.755709 0.5 -1.1 -0.9
H -0.138846 -3.249479 -2.334521 1.7 0.6 -0.1
H -2.070415 -0.635755 1.304236 -2.0 -1.2 -1.2
H -1.453958 0.684636 -2.200358 0.4 -0.4 -0.1
H 2.262093 0.526738 -0.320989 0.9 2.0 1.1
H -2.360529 1.505358 2.107252 -0.4 0.7 -0.4
H 0.605449 1.466464 2.701805 2.2 -0.6 1.5
H -0.410237 -0.920771 1.671400 0.5 -0.6 1.2
H -1.768362 2.322767 -1.263908 0.5 0.6 0.5
H -0.447821 2.932985 2.367076 1.3 -0.5 0.0
H 3.513035 -0.825549 -1.646856 -0.9 -0.8 0.0

---

| no. | calculated total energy (eV) |
| --- | --- |
| 1 | -11453.31580 |
| 2 | -208451.27910 |
| 3 | -88961.29356 |
| 4 | -23398.22663 |